[1]
Computed, not measured: 2 unconnected molecules or ions with the total composition C28H27NO3, with wB97M-V/def2-TZVPD.

Atoms and positions in Å:
H: -4.857 3.655 0.299
H: -2.906 3.697 4.083
H: -0.873 2.826 3.050
H: -3.040 -3.217 -4.455
H: 6.344 0.699 1.503
H: 3.308 -4.180 0.589
H: 6.144 1.230 3.894
H: 1.161 -3.145 4.118
C: 2.345 -3.722 2.439
H: 2.003 1.994 3.389
C: -2.576 -0.525 -5.521
H: -2.169 -0.204 -1.436
C: -1.692 2.784 1.071
H: -0.848 -3.014 -3.264
C: -2.885 3.509 3.023
C: 2.953 1.736 2.955
H: 0.771 2.675 2.046
C: -0.503 -1.510 -1.238
C: 5.282 1.297 3.249
H: -2.790 2.796 -0.744
C: 0.510 -2.281 0.898
H: 4.359 0.831 0.036
H: -4.911 4.104 2.719
H: 3.048 -4.287 3.029
H: -2.846 0.655 -3.697
C: 4.060 1.664 3.770
C: 3.057 1.451 1.596
C: -0.496 2.228 0.393
C: 1.592 -2.957 0.299
C: -0.458 -1.560 0.142
O: -0.626 1.822 -0.756
C: 5.393 0.998 1.906
N: -1.732 -1.097 -3.280
H: -3.760 -0.850 -3.737
C: -1.149 -2.259 -3.997
H: -1.733 -3.689 -5.535
C: -4.010 3.738 2.257
H: -1.251 -1.069 0.680
H: -0.456 -1.881 2.774
O: 1.993 0.958 -0.419
C: 1.284 -3.076 3.049
H: 3.970 1.886 4.820
H: -3.316 0.039 -6.101
C: -3.980 3.487 0.900
C: 0.380 -2.366 2.299
C: -1.501 -0.872 -1.953
H: -1.587 -0.139 -5.788
C: 2.491 -3.662 1.063
C: -1.734 3.031 2.439
C: -2.808 -0.392 -4.016
C: 1.895 1.504 0.674
H: 1.718 -2.925 -0.770
C: -2.830 3.012 0.311
H: 0.270 -2.009 -1.794
C: 0.726 2.171 1.104
C: -2.158 -2.844 -4.985
O: -2.622 -1.892 -5.955
C: 4.290 1.072 1.085
H: -0.245 -1.923 -4.510

Summary:
Largest force on an atom, Eh/bohr: 0.053
LUMO, eV: -1.85
Energy relative to the best compared isomer or geometry (same formula, charge and spin), kcal per mole: 18.65
Highest occupied orbital energy, eV: -6.25

[2]
Computed, not measured: a molecular structure, C28H28BN7O4Re, with wB97M-V/def2-TZVPD.

Atoms and positions in Å:
C: 4.970 2.623 1.814
H: 0.784 3.026 -0.205
C: 1.261 -0.316 5.016
C: 1.764 -3.393 0.172
H: -3.510 -1.286 0.769
H: 3.577 -4.308 0.922
C: 0.433 2.698 -3.947
H: 2.863 3.988 0.908
H: 1.310 0.624 6.994
H: 1.908 1.731 -2.721
C: 0.858 1.860 -2.926
N: 0.469 0.438 -1.044
C: -1.447 1.198 -2.471
C: -3.445 -0.665 -0.121
H: -3.557 -3.973 0.792
C: 1.499 0.994 -0.166
H: -0.541 4.565 -5.387
H: -4.785 -4.883 -0.288
O: -1.228 0.063 2.455
C: -2.113 -3.403 -1.197
N: 1.376 -2.069 -0.094
C: 3.480 -2.067 0.766
C: 1.594 2.391 0.095
C: 3.772 2.077 1.090
H: 1.204 3.301 -4.464
H: -1.658 3.423 -6.230
H: -4.174 1.182 -2.697
C: 2.561 0.156 0.324
H: -2.073 -3.250 -3.258
C: 3.046 -3.390 0.666
B: -0.328 -0.766 1.735
H: 2.302 -0.711 5.148
C: -3.726 -4.784 0.005
H: -5.546 -0.172 -0.719
O: -1.573 -2.974 -0.127
C: -0.928 2.826 -4.255
N: -1.944 -2.721 -2.369
H: 1.218 -4.185 -0.310
H: -2.232 4.376 -4.886
H: 5.442 1.807 2.349
N: 2.493 -1.273 0.362
H: -2.861 1.980 -3.899
H: -2.206 1.398 4.640
O: -2.986 -4.385 -1.189
C: -4.442 -0.122 -0.926
H: 0.026 -2.482 -2.691
C: 2.679 2.927 0.768
N: -0.793 -1.897 -2.454
N: -2.202 -0.244 -0.562
C: -0.742 0.159 3.782
C: -0.598 0.939 6.024
O: 0.768 -1.122 2.640
H: 4.644 3.241 2.631
C: -0.033 1.117 -2.129
H: 5.642 3.214 1.200
H: 4.398 -1.644 1.072
C: -1.303 0.857 4.829
H: 4.426 0.180 1.628
N: -2.433 0.533 -1.674
H: -3.300 -5.669 0.352
H: -0.990 1.380 6.930
C: -1.839 2.010 -3.587
C: 0.725 0.425 6.100
C: -3.765 0.679 -1.865
Re: -0.290 -1.161 -0.455
H: -0.797 -1.178 -3.184
C: -1.365 3.862 -5.300
C: 3.721 0.706 0.997
C: 0.538 -0.460 3.823

Summary:
Largest force on an atom, Eh/bohr: 0.110
Net charge: +2
LUMO (spin up / spin down), eV: -5.43 / -6.80
Energy relative to the best compared isomer or geometry (same formula, charge and spin), kcal per mole: 0.00
Expectation value of S²: 3.77
Spin multiplicity: 4
Highest occupied orbital energy (spin up / spin down), eV: -12.63 / -12.77

[3]
Computed, not measured: a molecular structure, C28H28BN9O4PTi, with wB97M-V/def2-TZVPD.

Atoms and positions in Å:
C: -3.212 -0.812 -1.991
C: 2.153 1.761 -2.061
N: 0.271 -1.836 -0.008
C: 4.598 -2.877 -0.789
N: -1.861 -0.438 1.487
C: 4.382 -2.085 -1.906
C: -3.063 0.103 1.644
H: 0.678 0.618 -3.125
H: 2.946 -1.010 1.501
N: 0.084 -2.676 1.030
H: 0.909 -4.764 -1.321
H: 3.461 -0.321 -2.694
H: 3.626 3.119 -1.296
C: 2.455 3.156 -4.471
H: 0.942 1.836 -5.231
C: 1.333 0.995 2.767
C: -2.028 0.039 -2.431
H: 1.813 -3.376 3.697
H: 1.220 -5.725 4.968
C: 0.613 -2.581 -1.056
B: -0.390 -2.166 2.417
C: 1.006 -0.725 4.085
H: 0.198 -4.761 1.327
N: -2.858 -1.891 -1.088
C: 0.862 -3.859 3.859
C: 3.071 -0.531 -0.593
N: 0.519 -0.996 2.863
H: -3.680 -2.297 -0.662
C: 0.272 4.053 0.134
H: 4.250 -3.077 1.323
H: -3.892 -0.129 -1.473
C: 1.401 1.417 -3.184
C: 1.547 0.544 4.069
H: 2.567 3.697 -5.402
C: -3.824 -0.670 2.518
H: -3.315 1.020 1.135
H: -3.131 -2.542 3.548
Ti: -0.348 0.238 0.063
H: 0.622 4.942 0.635
C: 3.330 -1.316 0.535
H: -1.512 -5.907 4.708
H: -4.831 -0.493 2.850
H: 4.804 -2.369 -2.863
N: -0.292 -3.303 3.409
C: 3.049 2.828 -2.167
C: 0.549 -5.039 4.482
C: -2.984 -1.705 2.890
C: -0.545 3.123 0.879
H: 0.931 -1.448 4.880
H: 3.915 4.333 -3.426
N: -1.815 -1.554 2.249
O: -0.905 3.335 2.020
H: -3.713 -1.120 -2.913
C: 3.209 3.514 -3.363
C: 4.070 -2.481 0.436
C: 0.652 -3.925 -0.700
C: 0.305 -3.938 0.639
H: 2.026 1.067 4.877
N: 0.710 0.067 2.047
O: -0.884 2.004 0.204
C: 3.623 -0.925 -1.809
H: 1.612 1.934 2.321
H: 0.566 3.834 -0.883
C: -0.852 -5.133 4.351
H: 5.183 -3.784 -0.865
H: 0.822 -2.116 -2.005
O: -2.061 0.706 -3.428
P: 2.063 0.987 -0.395
H: -2.354 -2.628 -1.566
N: -1.349 -4.100 3.698
C: 1.548 2.110 -4.377
O: -0.950 -0.031 -1.637

Summary:
Largest force on an atom, Eh/bohr: 0.012
LUMO (spin up / spin down), eV: -0.25 / -1.06
Energy relative to the best compared isomer or geometry (same formula, charge and spin), kcal per mole: 61.10
Expectation value of S²: 0.76
Spin multiplicity: 2
Highest occupied orbital energy (spin up / spin down), eV: -7.43 / -7.44

[4]
Computed, not measured: 15 unconnected molecules or ions with the total composition C28H28Cl42I2N3O3P, with wB97M-V/def2-TZVPD.

Atoms and positions in Å:
C: 1.058 4.463 1.010
H: 3.674 -0.533 2.703
C: -5.070 -3.199 -7.426
H: 1.674 8.583 1.870
C: 4.109 9.371 -2.854
H: -3.284 3.986 1.792
Cl: -6.964 -2.679 4.804
I: 0.985 6.250 3.520
P: -3.837 1.145 1.214
H: 0.361 -5.542 -2.608
O: -4.234 0.928 -0.338
H: 9.982 -8.233 -2.242
C: -5.007 -1.454 -3.634
Cl: -7.933 1.484 -3.506
Cl: 9.762 -3.627 -0.942
H: -10.011 1.203 -4.554
Cl: 1.780 -7.279 12.024
Cl: 10.867 -7.453 -0.217
Cl: 4.034 -5.619 12.800
Cl: 1.315 -4.497 -4.477
Cl: -4.520 -1.159 5.199
O: 2.126 0.567 2.454
C: 0.916 8.385 1.102
C: -8.997 1.341 -4.910
C: -1.460 -3.554 9.435
H: 0.353 -0.244 -0.195
Cl: -0.091 -3.260 -2.245
H: 3.806 0.694 1.252
C: 1.156 1.744 0.373
C: 1.791 -0.383 1.470
Cl: 0.353 -2.791 -7.452
H: -5.169 -0.952 -2.687
Cl: -1.900 -2.233 -9.201
Cl: -2.150 -3.228 7.843
C: 8.447 -3.000 -1.929
Cl: 0.416 -0.481 -9.213
C: -1.344 1.143 5.395
N: -5.020 1.777 2.008
N: -1.281 4.358 1.514
Cl: -5.023 -0.250 -4.920
C: -5.247 -2.772 5.211
H: 1.035 9.119 0.290
C: 2.848 -5.959 11.536
Cl: -8.945 2.814 -5.880
C: 1.003 6.954 0.549
C: -2.292 2.160 1.191
Cl: -4.814 -1.945 -8.654
C: 1.017 5.924 1.393
C: -0.147 -2.144 -9.019
H: 5.253 -2.917 -1.437
Cl: -0.889 3.064 -3.036
C: 4.289 -2.499 -1.149
C: 0.063 -4.718 -3.245
Cl: -1.046 4.078 -5.751
C: -2.316 3.548 1.519
Cl: 5.763 8.760 -2.945
H: 8.816 -2.865 -2.938
C: 3.299 -0.119 1.765
Cl: -6.504 -4.155 -7.814
I: 1.106 6.624 -1.533
C: -1.964 3.644 -4.305
Cl: 1.912 -4.516 11.148
Cl: 7.067 -4.128 -1.996
Cl: -2.750 1.898 4.624
H: -2.267 -3.570 10.158
C: 2.223 3.925 0.585
Cl: 8.633 -9.264 -0.627
C: 9.550 -7.914 -1.301
H: 3.454 8.651 -3.331
Cl: -2.915 5.019 -3.735
H: 2.124 0.029 -0.628
H: -4.752 -3.373 4.457
C: -0.086 2.332 0.792
H: 3.149 4.494 0.484
N: -1.184 1.529 0.846
H: -2.644 2.845 -4.563
H: -5.210 0.913 -0.342
C: 1.296 0.260 0.045
H: -4.727 2.655 2.429
Cl: -3.663 -4.247 -7.252
Cl: -0.664 -5.129 9.460
Cl: 7.919 -1.434 -1.315
Cl: -8.559 -0.063 -5.887
Cl: 8.493 -6.533 -1.614
H: -0.087 8.520 1.539
H: -0.966 1.823 6.150
Cl: -1.487 -5.149 -3.978
H: 3.198 2.074 -0.067
Cl: -3.450 -2.273 -3.566
Cl: 3.964 10.907 -3.713
H: 3.382 -6.268 10.645
H: -5.240 -2.707 -6.479
Cl: -0.066 0.857 4.226
Cl: -5.024 -3.558 6.777
C: 2.264 2.530 0.263
Cl: 3.871 -3.084 0.463
Cl: 3.084 -3.077 -2.305
Cl: 4.449 -0.732 -1.151
H: 1.376 -1.356 1.780
O: -3.476 -0.300 1.839
Cl: -6.316 -2.622 -3.871
Cl: -0.330 -2.274 9.897
Cl: -1.822 -0.361 6.183
Cl: 3.601 9.546 -1.174
H: 0.307 -2.749 -9.795
C: -0.155 3.703 1.113
H: -3.478 -0.202 2.809

Summary:
Largest force on an atom, Eh/bohr: 0.082
LUMO, eV: -0.69
Highest occupied orbital energy, eV: -8.71

[5]
Computed, not measured: a molecular structure, C28H28Cl5LiN4SSe, with wB97M-V/def2-TZVPD.

Atoms and positions in Å:
C: -3.807 1.865 0.742
C: -0.284 -1.194 2.810
C: 0.283 0.071 2.923
H: -2.632 -1.716 -2.518
H: 3.121 3.222 2.678
H: -1.984 3.522 -3.937
H: -3.427 -1.346 -0.345
H: 0.306 -1.941 -1.659
H: -1.173 4.765 -1.833
C: -1.583 -1.923 -2.742
H: -1.085 -2.361 -0.677
H: -0.150 4.913 -3.246
H: 0.232 -1.965 2.248
H: -2.331 3.430 0.664
N: 1.500 0.473 2.351
Cl: 4.748 -0.991 1.423
C: -2.562 2.397 0.442
C: -0.744 -1.714 -1.482
N: -0.811 -0.337 -1.002
C: 2.708 -2.740 1.151
C: 0.714 3.715 -1.710
C: 2.996 -5.136 1.623
H: -2.115 1.615 4.805
H: 1.326 3.070 -2.342
H: 1.337 4.572 -1.437
C: 0.413 2.994 -0.402
H: -0.206 3.633 0.228
C: 4.051 -2.632 1.464
H: -1.085 -0.031 -3.644
H: -1.915 -1.145 -4.707
Li: 2.351 -0.740 0.943
C: -2.161 -0.430 4.136
C: -1.141 -1.084 -3.939
C: 2.224 -4.032 1.256
C: 4.351 -4.955 1.900
N: 2.867 2.367 2.217
H: 0.424 -0.967 -5.438
C: -1.607 0.833 4.255
C: 1.758 1.704 2.649
Cl: 5.342 -6.294 2.340
C: -1.288 3.098 -3.212
C: -0.385 1.066 3.641
H: 1.018 -1.369 -3.831
H: -4.552 2.497 1.207
H: -5.093 0.146 0.721
Se: 1.955 0.257 -1.479
C: -1.637 1.547 -0.146
C: 0.192 0.574 -1.025
Cl: 6.567 -3.416 2.171
Cl: 2.311 -6.717 1.745
C: 0.196 -1.528 -4.530
S: 0.567 2.528 3.630
Cl: 0.514 -4.324 0.931
H: -1.517 -2.985 -2.996
H: -0.606 2.435 -3.751
H: 1.339 2.784 0.131
H: 3.630 1.797 1.886
C: -3.192 -0.311 -0.136
C: -0.506 4.203 -2.496
H: -1.948 -2.416 3.342
H: -1.873 2.489 -2.522
C: -4.115 0.531 0.463
H: 0.168 -2.589 -4.790
H: -3.112 -0.641 4.607
N: -0.319 1.739 -0.551
C: -1.503 -1.432 3.420
C: 4.894 -3.677 1.824
C: -1.951 0.228 -0.441

Summary:
Largest force on an atom, Eh/bohr: 0.008
LUMO, eV: 0.06
Highest occupied orbital energy, eV: -8.08

- Which of these has the lowest largest force on an atom?
  C28H28Cl5LiN4SSe

Copy entry 1 word for word.
Computed, not measured: 2 unconnected molecules or ions with the total composition C28H27NO3, with wB97M-V/def2-TZVPD.

Atoms and positions in Å:
H: -4.857 3.655 0.299
H: -2.906 3.697 4.083
H: -0.873 2.826 3.050
H: -3.040 -3.217 -4.455
H: 6.344 0.699 1.503
H: 3.308 -4.180 0.589
H: 6.144 1.230 3.894
H: 1.161 -3.145 4.118
C: 2.345 -3.722 2.439
H: 2.003 1.994 3.389
C: -2.576 -0.525 -5.521
H: -2.169 -0.204 -1.436
C: -1.692 2.784 1.071
H: -0.848 -3.014 -3.264
C: -2.885 3.509 3.023
C: 2.953 1.736 2.955
H: 0.771 2.675 2.046
C: -0.503 -1.510 -1.238
C: 5.282 1.297 3.249
H: -2.790 2.796 -0.744
C: 0.510 -2.281 0.898
H: 4.359 0.831 0.036
H: -4.911 4.104 2.719
H: 3.048 -4.287 3.029
H: -2.846 0.655 -3.697
C: 4.060 1.664 3.770
C: 3.057 1.451 1.596
C: -0.496 2.228 0.393
C: 1.592 -2.957 0.299
C: -0.458 -1.560 0.142
O: -0.626 1.822 -0.756
C: 5.393 0.998 1.906
N: -1.732 -1.097 -3.280
H: -3.760 -0.850 -3.737
C: -1.149 -2.259 -3.997
H: -1.733 -3.689 -5.535
C: -4.010 3.738 2.257
H: -1.251 -1.069 0.680
H: -0.456 -1.881 2.774
O: 1.993 0.958 -0.419
C: 1.284 -3.076 3.049
H: 3.970 1.886 4.820
H: -3.316 0.039 -6.101
C: -3.980 3.487 0.900
C: 0.380 -2.366 2.299
C: -1.501 -0.872 -1.953
H: -1.587 -0.139 -5.788
C: 2.491 -3.662 1.063
C: -1.734 3.031 2.439
C: -2.808 -0.392 -4.016
C: 1.895 1.504 0.674
H: 1.718 -2.925 -0.770
C: -2.830 3.012 0.311
H: 0.270 -2.009 -1.794
C: 0.726 2.171 1.104
C: -2.158 -2.844 -4.985
O: -2.622 -1.892 -5.955
C: 4.290 1.072 1.085
H: -0.245 -1.923 -4.510

Summary:
Largest force on an atom, Eh/bohr: 0.053
LUMO, eV: -1.85
Energy relative to the best compared isomer or geometry (same formula, charge and spin), kcal per mole: 18.65
Highest occupied orbital energy, eV: -6.25